Entry i
The following is a DFT calculation (ωB97M-V/def2-TZVPD) of one molecule with the formula C5H6O3.

HOMO   -9.2 eV
2S+1   1
SMILES   O=C[C@H]1OC=CCO1

Each line ends with the Mulliken charge.
Positions of all 14 atoms, in Å:
O  -1.47681  2.49587  -0.26286  -0.4049
C  -0.63820  1.96285  0.37842  -0.0500
C  -0.24891  0.38597  0.13901  0.1201
O  -0.39616  -0.07244  -1.12797  -0.3616
C  -0.10960  -1.46917  -1.10222  -0.0390
C  0.49534  -2.14939  -0.00558  -0.4832
C  1.33717  -1.25126  0.92171  -0.2275
O  0.94859  0.15697  0.73600  -0.4006
H  -0.15858  2.33654  1.49914  0.2092
H  -0.91731  -0.16272  0.82936  0.4341
H  -0.49884  -1.77685  -2.06566  0.4331
H  0.29414  -3.25528  0.26028  0.2907
H  2.48902  -1.30220  0.65729  0.2306
H  1.17186  -1.35666  2.07027  0.2492

Entry ii
The following is a DFT calculation (ωB97M-V/def2-TZVPD) of a 2-piece molecular cluster, C5H6O3 overall.

HOMO   -9.2 eV
2S+1   1

Each line ends with the Mulliken charge.
Positions of all 14 atoms, in Å:
C  0.98670  0.88085  0.91000  -0.2278
C  -1.06210  -0.08613  0.58997  0.1795
C  0.70418  -0.91033  -0.51704  0.0466
C  -0.22228  -0.19903  -1.59642  -0.3934
C  -1.35308  0.22839  -0.89293  -0.3984
H  1.34938  0.60327  1.94987  0.2704
H  1.11140  2.00006  0.91331  0.2237
H  -1.88410  -0.28902  1.29377  0.4268
H  1.11658  -1.84186  -0.71464  0.5310
H  0.45107  0.91213  -2.45278  0.2218
H  -2.07365  1.14536  -1.19303  0.2798
O  -0.33607  0.97952  0.86992  -0.3109
O  -0.44907  -1.31886  0.44251  -0.5037
O  1.48623  0.08778  -0.15717  -0.3453

Entry iii
The following is a DFT calculation (ωB97M-V/def2-TZVPD) of a 2-piece molecular cluster, C5H6O3 overall.

HOMO   -9.8 eV
2S+1   1

Each line ends with the Mulliken charge.
Positions of all 14 atoms, in Å:
C  0.54242  -0.58483  0.40275  0.0539
C  -0.66636  0.28441  0.93696  0.4190
C  -1.92979  -0.05005  -0.17313  -0.6464
C  -0.98965  -0.16137  -1.50288  -0.4491
C  0.53845  -0.41385  -1.10570  0.4591
H  2.00960  0.59537  0.17531  0.4496
H  0.26065  -1.75838  0.48786  0.2667
H  -2.71381  0.67247  -0.24446  0.3565
H  -2.44908  -1.01785  -0.01720  0.2753
H  -1.10912  -1.12690  -2.19167  0.3341
H  -0.82908  0.87870  -1.93232  0.2669
O  1.66095  -0.40155  1.14192  -0.6207
O  -0.73616  1.07471  1.97634  -0.5371
O  1.55776  0.24068  -1.57144  -0.6280

Which of them is the most stable? Correct choice: entry i.

Entry i
The following is a DFT calculation (ωB97M-V/def2-TZVPD) of a 2-piece molecular cluster, C5H6O3 overall.

HOMO   -9.2 eV
2S+1   1
SMILES   CC=C=O.O=CC=O

Each line ends with the Mulliken charge.
Positions of all 14 atoms, in Å:
C  -0.65508  -1.58504  -0.01600  -1.0158
C  0.63178  -0.80194  0.10218  -0.6939
C  0.99177  -0.23649  1.24603  0.8039
O  1.35765  0.24603  2.22994  -0.3445
H  -1.04960  -1.49258  -1.02532  0.3008
H  -1.40626  -1.21451  0.67690  0.3237
H  -0.48120  -2.63919  0.19960  0.3422
H  1.42782  -1.04796  -0.58989  0.4038
O  -1.72823  1.29284  0.23084  -0.4764
C  -0.56748  1.59925  0.15760  0.0092
C  0.36175  1.17317  -1.03202  0.0898
O  1.42319  1.72481  -1.22834  -0.5268
H  -0.06213  2.26098  0.88675  0.4107
H  -0.24400  0.72061  -1.83829  0.3733

Entry ii
The following is a DFT calculation (ωB97M-V/def2-TZVPD) of C5H6O3 as an isolated structure.

HOMO   -10.0 eV
2S+1   1

Each line ends with the Mulliken charge.
Positions of all 14 atoms, in Å:
C  0.65975  -1.25675  0.64103  -1.0124
C  0.03371  -0.06005  0.00536  1.1369
C  0.50887  0.22067  -1.54547  -0.0209
C  -1.56210  -0.34902  0.01792  -0.0392
C  0.49513  1.05794  0.89901  -0.3204
H  0.87301  -0.73383  1.90139  0.2497
H  -0.17348  -2.33389  0.58049  0.2837
H  1.88855  -1.46331  0.10514  0.2292
H  -0.17854  0.01221  -2.49217  0.2882
H  -2.10729  0.57647  0.63446  0.2353
H  1.39919  1.37803  0.32655  0.3806
O  1.59641  0.68581  -1.55750  -0.4366
O  -1.96755  -1.41919  -0.58543  -0.4998
O  0.05693  1.34433  1.99755  -0.4744

Which of them is the most stable? Correct choice: entry i.

Entry i
The following is a DFT calculation (ωB97M-V/def2-TZVPD) of C5H12NO as an isolated structure.

Expectation value of S²   1.34
HOMO (alpha / beta)   -9.3 / -7.9 eV
2S+1   2

Each line ends with the Löwdin spin population.
Positions of all 19 atoms, in Å:
C  -1.77431  -0.70188  0.81408  0.0383
C  -0.50123  -1.64286  0.91597  0.0504
N  0.35177  -1.57311  -0.22021  0.5114
C  0.21136  1.96485  0.61192  -0.3166
C  1.06967  -0.37511  -0.36788  -0.1231
C  1.05855  0.15510  -1.83453  0.0969
O  1.99271  0.99793  -2.26728  0.6978
H  -2.03561  -0.01807  1.60360  0.0028
H  -1.47856  -0.15607  -0.08724  -0.0001
H  -2.62251  -1.29871  0.48631  0.0013
H  -0.89719  -2.67046  0.88787  0.0002
H  0.01529  -1.51206  1.88110  0.0131
H  1.28606  1.99838  0.64434  -0.0047
H  -0.15247  2.35865  -0.32693  -0.0149
H  -0.29396  2.38624  1.47234  -0.0197
H  2.11539  -0.35891  -0.02047  0.0232
H  0.44891  0.68563  0.18760  -0.0306
H  1.14199  -0.83805  -2.31887  0.0665
H  0.06415  0.59850  -2.06170  0.0077

Entry ii
The following is a DFT calculation (ωB97M-V/def2-TZVPD) of one molecule with the formula C5H12NO.

Expectation value of S²   0.75
HOMO (alpha / beta)   -9.5 / -9.5 eV
2S+1   2

Each line ends with the Löwdin spin population.
Positions of all 19 atoms, in Å:
C  0.75641  0.48645  -0.77738  0.0031
N  1.26237  0.38155  0.63303  0.0035
C  1.09731  1.66266  1.34512  0.1315
O  1.30500  2.79083  0.72372  0.7393
C  -0.78099  0.29406  -0.80607  0.0006
C  -1.35399  -0.82933  0.06900  0.0004
C  -0.95752  -2.17875  -0.44796  0.0001
H  1.31453  -0.21093  -1.40625  -0.0001
H  0.95290  1.51629  -1.07643  0.0002
H  2.26814  0.25328  0.56507  0.0018
H  1.86915  1.59579  2.16126  0.0761
H  0.19410  1.56076  1.97043  0.0428
H  -1.13118  1.24046  -0.44046  -0.0001
H  -1.07013  0.25534  -1.86190  0.0003
H  -2.39878  -0.56375  0.23568  0.0000
H  -0.89729  -0.60394  1.03207  0.0005
H  0.11968  -2.24833  -0.60568  0.0000
H  -1.22402  -3.05591  0.14880  0.0000
H  -1.32566  -2.34654  -1.46203  0.0000

Which of them is the most stable? Correct choice: entry ii.

Entry i
The following is a DFT calculation (ωB97M-V/def2-TZVPD) of one molecule with the formula C6H9F.

HOMO   -8.8 eV
2S+1   1
SMILES   C/C=C\C(F)=C/C

Each line ends with the Mulliken charge.
Positions of all 16 atoms, in Å:
C  -0.28758  1.67008  -0.06266  -1.2545
C  -0.69174  0.84026  -1.21132  -0.0828
C  -0.10278  -0.24009  -1.50080  -0.2839
C  1.01229  -0.82086  -0.65135  0.2227
F  2.20880  -1.21739  -1.20896  -0.2863
C  0.81881  -1.08122  0.69956  -0.1624
C  -0.41864  -0.93237  1.46982  -0.7091
H  -0.84867  1.81264  0.83705  0.3643
H  -0.00658  2.66831  -0.22251  0.3899
H  0.91356  1.34456  0.14751  0.2004
H  -1.49059  1.01797  -1.84423  0.3892
H  -0.44620  -0.78748  -2.36085  0.3575
H  1.80106  -1.89204  0.73700  0.2088
H  -1.06571  -1.80394  1.83559  0.2617
H  -0.33758  -0.33637  2.44734  0.2316
H  -1.05844  -0.24207  0.88881  0.1530

Entry ii
The following is a DFT calculation (ωB97M-V/def2-TZVPD) of a 2-piece molecular cluster, C6H9F overall.

HOMO   -9.9 eV
2S+1   1

Each line ends with the Mulliken charge.
Positions of all 16 atoms, in Å:
C  3.38228  0.89771  -0.42801  -0.5393
C  2.85343  0.12478  0.41618  -0.1508
C  -0.09712  -0.05634  0.87414  -0.4737
C  -1.13526  0.94612  0.43594  0.0470
C  -0.90924  -0.25600  -0.45211  0.0471
C  -1.98392  -1.41081  -0.48691  -1.3985
F  -2.30732  0.96328  1.13051  -0.3126
H  2.85997  1.51561  -1.10106  0.3078
H  4.52277  0.78537  -0.31405  0.2424
H  -0.31735  -0.08752  -1.34107  0.3730
H  0.99759  0.38239  0.85754  -0.0421
H  -0.29676  -0.80533  1.52896  0.4590
H  -0.79722  1.95546  0.24772  0.3623
H  -2.37181  -1.59291  -1.43006  0.4101
H  -2.87443  -1.16888  0.13732  0.2868
H  -1.52559  -2.19292  -0.07503  0.3813

Which of them is the most stable? Correct choice: entry i.

Entry i
The following is a DFT calculation (ωB97M-V/def2-TZVPD) of one molecule with the formula C4H11NOS.

Expectation value of S²   2.01
HOMO (alpha / beta)   -4.5 / -8.8 eV
2S+1   3

Each line ends with the Löwdin spin population.
Positions of all 18 atoms, in Å:
C  1.94986  -1.37339  -0.06248  0.9135
C  -1.25507  -0.90180  -0.70767  0.0207
C  -1.56121  0.54055  1.33822  0.0465
C  1.33386  1.43770  -0.89081  0.1638
N  -0.73436  0.06126  0.29691  0.1680
O  1.27182  0.35746  1.64625  0.0266
S  0.95786  -0.03938  0.32255  0.4716
H  1.74549  -2.21148  0.66805  0.0528
H  1.83649  -1.43760  -1.05284  0.0648
H  -0.91271  -0.57032  -1.75010  0.0068
H  -1.12353  -1.98151  -0.49209  0.0011
H  -2.34783  -0.80934  -0.76153  0.0005
H  -2.17585  1.41366  1.02509  0.0108
H  -2.34984  -0.17206  1.76963  0.0032
H  -0.68854  0.93311  2.04498  0.0047
H  1.00824  2.43529  -0.60871  0.0249
H  2.32732  1.31158  -1.01286  0.0128
H  0.71799  1.00626  -1.77259  0.0069

Entry ii
The following is a DFT calculation (ωB97M-V/def2-TZVPD) of one molecule with the formula C4H11NOS.

Expectation value of S²   2.01
HOMO (alpha / beta)   -4.0 / -9.4 eV
2S+1   3

Each line ends with the Löwdin spin population.
Positions of all 18 atoms, in Å:
C  -0.04146  1.59743  -0.77155  0.0438
C  1.67300  -0.23739  -0.27711  0.0202
C  -2.21118  -0.25359  0.92458  0.1597
C  0.40015  0.41173  0.16337  0.1802
N  1.96479  -1.54373  0.23906  0.0388
O  -1.17377  -0.84144  -1.49281  0.6138
S  -0.85937  -0.92486  -0.03511  0.8368
H  0.05523  2.50941  -0.25983  0.0064
H  0.46246  1.58246  -1.71789  0.0068
H  -1.08461  1.51385  -0.94780  0.0078
H  1.87547  -0.47635  -1.41097  0.0018
H  1.66543  -1.80680  1.11889  0.0082
H  2.57679  0.34190  -0.00286  0.0078
H  -2.18607  -0.65509  1.91389  0.0111
H  -1.90107  0.77307  0.98448  0.0146
H  -3.17705  -0.40218  0.49594  0.0220
H  0.39710  0.76892  1.24802  0.0132
H  1.56416  -2.35736  -0.17229  0.0070

Which of them is the most stable? Correct choice: entry ii.

Entry i
The following is a DFT calculation (ωB97M-V/def2-TZVPD) of C5H15N3 as an isolated structure.

HOMO   -8.6 eV
2S+1   1

Each line ends with the Mulliken charge.
Positions of all 23 atoms, in Å:
C  0.48466  0.89919  -0.45472  -0.7440
N  -0.65721  0.39991  -1.19872  -0.5575
C  -0.27709  -0.52569  -2.36472  -0.2831
N  -0.33976  -2.03355  -2.33877  -0.5549
C  0.70103  -0.00027  0.83135  0.3703
C  1.75313  0.52531  1.77900  -1.6400
N  -0.60450  -0.19856  1.50792  -0.5433
C  -1.09529  1.01224  2.22046  -0.8311
H  0.23203  1.89546  -0.14763  0.4684
H  1.45453  0.84288  -1.03644  0.3263
H  -0.49408  -0.75280  -1.16316  0.0930
H  -0.95058  -0.25283  -3.17819  0.3798
H  0.74769  -0.21597  -2.58066  0.2229
H  -0.96966  -2.41506  -3.03255  0.2064
H  -0.32659  -2.67062  -1.56152  0.2222
H  0.97092  -0.94847  0.36340  0.3223
H  2.74893  0.53624  1.25764  0.4167
H  1.77773  -0.06873  2.67585  0.4051
H  1.61090  1.61379  2.03807  0.2929
H  -1.16731  -0.23933  0.63187  0.5447
H  -0.95529  1.89914  1.58532  0.2500
H  -2.17107  0.85387  2.34789  0.3530
H  -0.59546  1.05913  3.19296  0.2800

Entry ii
The following is a DFT calculation (ωB97M-V/def2-TZVPD) of a 2-piece molecular cluster, C5H15N3 overall.

HOMO   -8.7 eV
2S+1   1
SMILES   N/C=C/N.CN(C)C

Each line ends with the Mulliken charge.
Positions of all 23 atoms, in Å:
N  -1.82984  -1.18048  -2.69088  -0.6149
C  -0.58207  -0.54540  -2.35340  -0.1439
C  -0.47162  0.78659  -2.16224  -0.1730
N  0.73464  1.46420  -1.81743  -0.5800
H  -2.11428  -1.85546  -1.95684  0.2364
H  -1.74707  -1.69633  -3.57598  0.2573
H  0.28856  -1.26433  -2.27583  0.2673
H  -1.36649  1.44105  -2.24713  0.2830
H  0.81424  1.58695  -0.79611  0.2144
H  0.79389  2.41106  -2.24259  0.2744
C  0.80396  1.20158  2.42888  -0.7838
N  0.67887  -0.25692  2.45966  -0.1599
C  -0.74059  -0.63998  2.41591  -0.8850
C  1.37194  -0.85004  1.31842  -0.6692
H  0.29706  1.62387  3.29403  0.3364
H  0.34785  1.61116  1.51294  0.2195
H  1.87259  1.49642  2.44950  0.2806
H  -0.80534  -1.71741  2.41546  0.3044
H  -1.25640  -0.22848  3.25392  0.3120
H  -1.20884  -0.26388  1.49306  0.3156
H  1.27313  -1.94299  1.39418  0.3450
H  2.45767  -0.60724  1.40592  0.2954
H  0.97799  -0.49849  0.33062  0.0678

Entry iii
The following is a DFT calculation (ωB97M-V/def2-TZVPD) of a 3-piece molecular cluster, C5H15N3 overall.

HOMO (alpha / beta)   -6.1 / -6.1 eV
2S+1   1

Each line ends with the Mulliken charge.
Positions of all 23 atoms, in Å:
C  0.17166  0.68129  0.00701  0.6778
C  -0.64977  -0.29641  0.62671  0.2632
C  0.45708  0.65355  -1.45917  -1.6833
C  -0.91476  -1.66455  0.06139  -1.4951
C  -2.31093  0.76181  0.04482  -1.1847
N  1.52172  -0.75930  0.98302  -0.6632
N  0.39399  1.88364  0.63545  -0.3329
N  2.48071  -1.11228  -0.04004  -0.4164
H  1.92161  0.04603  1.46312  0.2529
H  -0.77893  -0.19821  1.69841  0.4240
H  0.82488  2.63036  0.11592  0.1866
H  0.11402  1.97985  1.59952  0.2339
H  3.43782  -0.98857  0.28666  0.2013
H  2.37620  -2.10755  -0.21779  0.1929
H  0.48437  1.65378  -1.88930  0.4971
H  -0.24957  0.06556  -2.03854  0.3171
H  1.43926  0.18241  -1.59244  0.3579
H  -1.98481  -1.86726  0.01764  0.4167
H  -0.49600  -1.79519  -0.93418  0.3056
H  -0.43701  -2.40771  0.69777  0.3659
H  -2.51715  0.53686  -0.99828  0.3087
H  -3.04232  0.29199  0.69847  0.4048
H  -2.24207  1.82988  0.23384  0.3694

Which of them is the most stable? Correct choice: entry ii.